No. 1
The following is a quantum chemistry calculation of C48H41FN2O6PtS2Si as an isolated structure, from the OMol25 dataset.

Atoms and positions in Å:
Pt1 0.27 -0.04 -0.89
S1 0.10 -0.68 2.47
S2 -1.77 2.31 1.03
Si1 2.12 0.73 -2.11
F1 4.56 -2.98 1.08
O1 4.02 -4.97 2.88
O2 0.46 -2.18 -0.17
O3 -0.16 -2.17 -2.31
O4 0.51 -6.30 0.27
O5 0.29 0.42 1.46
O6 -2.26 1.79 2.37
N1 2.33 -5.73 1.52
N2 1.73 -4.48 -0.41
C1 1.91 0.79 6.36
C2 3.19 -0.80 -2.43
C3 2.74 -3.65 -0.23
C4 5.24 -2.04 -2.01
C5 1.70 -0.89 4.63
C6 -4.98 5.06 -0.63
C7 0.75 -4.18 -1.45
C8 2.27 -0.44 5.82
C9 1.59 1.50 -3.73
C10 -5.65 -1.09 4.28
C11 4.43 -0.94 -1.79
C12 -2.52 -0.28 0.56
C13 -2.71 -0.43 2.03
C14 -2.09 0.88 -0.02
C15 3.37 -4.87 1.88
C16 -2.47 0.03 -2.24
C17 -1.66 -0.75 2.94
C18 -5.14 -0.16 1.70
C19 4.84 -3.04 -2.89
C20 -3.25 -1.37 4.64
C21 0.76 -0.09 3.99
C22 -6.44 -0.25 2.18
C23 0.38 1.15 4.51
C24 1.45 -5.59 0.48
C25 -4.07 -0.54 2.50
C26 -2.95 -1.18 -1.68
C27 -4.35 3.24 0.83
C28 -5.31 4.09 0.32
C29 2.81 -1.81 -3.32
C30 0.96 1.57 5.69
C31 -2.68 4.33 -0.52
C32 -3.32 -2.62 0.24
C33 2.53 1.26 7.64
C34 -1.97 1.03 -1.43
C35 -2.93 -1.36 -0.28
C36 -1.94 -1.24 4.20
C37 -3.82 -3.41 -1.99
C38 -3.76 -3.61 -0.60
C39 -3.41 -2.22 -2.52
C40 3.58 -3.81 0.88
C41 -3.65 5.17 -1.04
C42 3.61 -2.92 -3.54
C43 0.29 -2.72 -1.31
C44 -6.70 -0.72 3.46
C45 -6.04 5.98 -1.18
C46 3.11 1.92 -1.08
C47 -4.33 -1.00 3.82
C48 -3.04 3.36 0.39
H1 -4.97 0.22 0.70
H2 -1.74 2.00 -1.84
H3 1.99 -1.84 4.21
H4 -7.26 0.05 1.54
H5 -4.17 -4.20 -2.64
H6 3.00 -1.05 6.32
H7 2.14 -6.51 2.14
H8 3.26 1.56 -0.06
H9 3.61 1.35 7.53
H10 -6.33 4.02 0.66
H11 4.77 -0.17 -1.11
H12 0.68 2.53 6.10
H13 -7.72 -0.79 3.82
H14 2.42 1.46 -4.44
H15 -4.60 2.50 1.59
H16 2.61 2.89 -1.02
H17 0.75 0.97 -4.19
H18 -3.29 -2.80 1.30
H19 -5.62 6.70 -1.87
H20 -1.64 4.46 -0.82
H21 -1.13 -1.50 4.87
H22 -0.35 1.75 4.00
H23 -6.52 6.53 -0.37
H24 3.31 -3.68 -4.25
H25 -3.44 -1.74 5.64
H26 -3.42 -2.06 -3.59
H27 -6.81 5.41 -1.70
H28 5.48 -3.89 -3.09
H29 1.30 2.54 -3.60
H30 2.35 0.55 8.44
H31 -0.09 -4.86 -1.34
H32 -4.06 -4.57 -0.18
H33 6.21 -2.11 -1.53
H34 4.09 2.09 -1.54
H35 -2.47 0.16 -3.31
H36 1.20 -4.31 -2.43
H37 2.89 -2.83 -0.93
H38 -3.38 5.93 -1.76
H39 -5.84 -1.45 5.28
H40 2.14 2.23 7.94
H41 1.87 -1.73 -3.85

LUMO (spin up / spin down): -5.5424 / -8.5924 eV
expectation value of S²: 6.05
total energy: -101202.3321 eV
gap between HOMO and LUMO (spin up / spin down): 6.26 / 4.55 eV
net charge: +2
spin multiplicity: 5
ΔE to the lowest compared entry with this formula, charge and spin: 6.7 kcal per mole
HOMO energy (spin up / spin down): -11.80 / -13.14 eV



No. 2
The following is a quantum chemistry calculation of C48H41N7NiP2S3 as an isolated structure in a non-equilibrium geometry, from the OMol25 dataset.

Atoms and positions in Å:
Ni1 10.26 12.73 11.63
S1 7.28 9.80 9.80
S2 13.37 15.67 13.41
S3 16.85 10.20 15.56
P1 14.15 13.90 12.42
P2 11.97 11.91 12.61
N1 8.95 11.53 10.74
N2 18.11 19.44 11.28
N3 7.33 14.68 9.61
N4 14.33 18.10 9.60
N5 9.02 14.21 11.05
N6 14.96 22.01 12.23
N7 13.53 12.49 13.14
C1 18.58 14.82 13.10
C2 11.84 14.97 9.18
C3 11.11 11.63 14.22
C4 13.06 7.99 11.60
C5 12.85 14.94 8.17
C6 7.10 17.10 10.20
C7 7.55 18.05 11.08
C8 14.18 14.63 8.49
C9 12.39 9.01 12.25
C10 8.65 10.23 10.76
C11 12.68 10.52 10.42
C12 7.93 12.26 10.03
C13 16.42 15.45 12.23
C14 13.90 15.84 15.07
C15 15.23 16.26 15.44
C16 8.82 15.60 11.03
C17 10.86 12.73 15.03
C18 17.74 15.79 12.55
C19 6.92 11.47 9.55
C20 14.88 18.92 10.21
C21 15.95 14.16 12.59
C22 12.84 15.96 15.99
C23 13.05 16.62 17.21
C24 9.22 16.54 11.98
C25 12.19 14.55 10.45
C26 14.23 12.16 14.40
C27 13.63 8.24 10.31
C28 13.54 14.20 10.78
C29 8.12 13.68 10.16
C30 16.80 13.16 13.10
C31 10.61 11.22 16.87
C32 13.47 9.53 9.76
C33 10.77 12.54 16.41
C34 15.34 16.91 16.67
C35 10.58 10.15 15.98
C36 18.10 13.49 13.41
C37 15.11 10.33 15.97
C38 15.63 19.97 10.86
C39 14.56 14.34 9.81
C40 7.77 15.89 10.16
C41 10.73 10.37 14.64
C42 17.69 11.08 16.92
C43 15.12 21.03 11.59
C44 14.23 17.23 17.46
C45 14.31 10.64 14.68
C46 8.57 17.76 11.96
C47 16.98 19.62 11.04
C48 12.29 10.35 11.71
H1 12.58 15.16 7.18
H2 6.29 17.22 9.50
H3 15.71 16.14 11.74
H4 11.85 15.47 15.86
H5 12.30 11.34 9.79
H6 17.13 11.01 17.87
H7 13.04 6.96 11.97
H8 18.07 16.81 12.41
H9 7.14 19.05 11.14
H10 16.50 12.13 13.07
H11 16.36 17.24 17.04
H12 10.48 11.15 17.96
H13 12.19 16.80 17.86
H14 15.60 14.17 10.03
H15 17.76 12.16 16.70
H16 14.97 14.50 7.72
H17 9.98 16.22 12.71
H18 9.30 9.51 11.21
H19 13.27 10.32 14.82
H20 10.37 9.65 13.93
H21 11.39 14.39 11.16
H22 13.66 12.61 15.22
H23 14.65 10.09 13.79
H24 13.89 9.81 8.84
H25 6.62 14.58 8.88
H26 18.74 12.78 13.88
H27 14.19 7.47 9.84
H28 10.85 13.35 17.13
H29 10.51 13.70 14.68
H30 19.61 15.11 13.35
H31 8.81 18.52 12.69
H32 16.15 16.13 14.82
H33 11.99 8.80 13.26
H34 10.53 9.14 16.40
H35 10.78 15.27 8.95
H36 14.97 9.26 16.28
H37 14.44 17.84 18.35
H38 6.04 11.81 9.05
H39 14.90 11.06 16.72
H40 18.70 10.70 17.03
H41 15.21 12.64 14.45

LUMO (spin up / spin down): -1.3578 / -1.0525 eV
expectation value of S²: 2.02
total energy: -152992.0749 eV
gap between HOMO and LUMO (spin up / spin down): 2.78 / 5.20 eV
net charge: 0
spin multiplicity: 3
ΔE to the lowest compared entry with this formula, charge and spin: 88.3 kcal per mole
HOMO energy (spin up / spin down): -4.14 / -6.25 eV



No. 3
The following is a quantum chemistry calculation of C48H42AgBrN3OP2 as an isolated structure, from the OMol25 dataset.

Atoms and positions in Å:
Ag1 -1.12 0.25 -0.83
Br1 -3.44 6.09 -1.74
P1 1.23 -0.19 -1.70
P2 -1.36 -0.42 1.61
O1 1.41 0.15 1.19
N1 -1.27 2.70 -1.03
N2 -5.11 -1.57 -1.91
N3 -3.28 -0.49 -1.38
C1 -0.44 -3.03 2.09
C2 2.64 -0.21 0.71
C3 -2.74 -4.23 1.08
C4 3.24 3.08 -3.42
C5 -2.66 -2.85 1.16
C6 -0.45 -0.14 4.28
C7 -0.52 -4.41 1.98
C8 0.55 2.34 -2.69
C9 0.57 -0.03 5.22
C10 -1.52 -2.24 1.69
C11 -2.95 -2.65 -2.60
C12 4.65 -0.47 3.89
C13 0.44 4.41 -1.96
C14 1.19 0.06 2.54
C15 -3.89 -0.42 2.99
C16 -3.75 -1.57 -1.97
C17 2.12 -2.31 -5.14
C18 -0.72 5.35 -2.02
C19 2.95 1.79 -2.79
C20 -0.14 -0.11 2.93
C21 -5.03 0.24 3.40
C22 -4.18 2.31 2.54
C23 1.00 -2.74 -2.64
C24 1.71 1.40 -2.49
C25 -5.51 -0.43 -1.25
C26 3.67 0.26 2.97
C27 1.13 -3.79 -3.53
C28 0.86 3.73 -3.30
C29 2.29 3.96 -3.69
C30 1.70 -3.58 -4.78
C31 5.01 -1.10 -0.36
C32 -2.89 0.27 2.31
C33 3.89 -1.01 -1.17
C34 1.89 0.07 4.81
C35 -1.67 -5.02 1.48
C36 -5.18 1.60 3.18
C37 4.01 1.77 2.94
C38 -1.93 4.94 -1.68
C39 0.10 3.01 -1.37
C40 3.76 -0.26 1.54
C41 1.44 -1.46 -2.99
C42 -3.05 1.65 2.09
C43 2.23 0.11 3.46
C44 1.99 -1.25 -4.25
C45 4.94 -0.70 0.97
C46 -2.17 3.57 -1.20
C47 2.70 -0.53 -0.65
C48 -4.37 0.23 -0.94
H1 -1.48 -0.25 4.60
H2 0.72 2.73 -0.51
H3 -0.28 1.82 -3.17
H4 3.92 2.19 3.94
H5 -1.73 -6.10 1.42
H6 2.52 4.90 -4.18
H7 -1.89 -2.45 -2.42
H8 0.55 -2.89 -1.66
H9 -3.48 -2.24 0.82
H10 3.94 -1.33 -2.20
H11 0.45 -2.58 2.49
H12 3.80 1.14 -2.58
H13 -3.77 -1.48 3.19
H14 5.84 -0.74 1.57
H15 4.27 3.28 -3.69
H16 3.33 2.31 2.28
H17 0.34 -0.05 6.27
H18 0.79 -4.78 -3.24
H19 2.55 -2.14 -6.12
H20 0.32 -5.02 2.29
H21 -5.71 -2.28 -2.28
H22 -0.54 6.37 -2.36
H23 2.66 0.11 5.56
H24 -3.19 -3.62 -2.17
H25 -5.81 -0.31 3.92
H26 5.03 1.92 2.58
H27 0.19 4.00 -4.12
H28 4.43 -1.54 3.92
H29 -3.64 -4.70 0.69
H30 4.59 -0.07 4.90
H31 -6.08 2.11 3.51
H32 -6.55 -0.19 -1.08
H33 1.81 -4.40 -5.47
H34 2.32 -0.26 -4.54
H35 1.28 4.90 -1.47
H36 5.67 -0.33 3.56
H37 -2.26 2.18 1.57
H38 -3.20 3.30 -0.97
H39 -4.25 1.16 -0.40
H40 -4.28 3.37 2.37
H41 5.94 -1.47 -0.76
H42 -3.12 -2.70 -3.67

LUMO: -2.3440 eV
total energy: -149590.7150 eV
gap between HOMO and LUMO: 7.77 eV
net charge: +1
ΔE to the lowest compared entry with this formula, charge and spin: 61.6 kcal per mole
HOMO energy: -10.12 eV



No. 4
The following is a quantum chemistry calculation of C48H42BN6O3PRbS as an isolated structure, from the OMol25 dataset.

Atoms and positions in Å:
Rb1 -0.33 0.49 -0.22
S1 2.44 2.50 -0.88
P1 1.45 2.51 2.27
O1 1.06 2.97 -0.85
O2 2.54 1.13 -0.34
O3 3.15 2.72 -2.11
N1 -2.75 -0.68 1.32
N2 -2.46 -2.59 -1.11
N3 -3.74 -1.18 0.56
N4 -1.22 -2.46 -0.61
N5 -3.08 -0.21 -1.69
N6 -2.02 -0.22 -2.52
C1 -1.00 2.38 -4.91
C2 3.61 -0.57 3.78
C3 -4.81 -1.51 1.32
C4 -0.57 -3.58 -0.90
C5 -6.07 -2.11 0.79
C6 -2.30 -0.37 3.70
C7 0.82 -3.79 -0.49
C8 -0.96 -0.75 3.66
C9 -4.50 -1.19 2.63
C10 -0.14 -0.56 4.76
C11 -3.73 0.98 -1.74
C12 2.33 1.46 3.50
C13 1.61 -2.74 -0.02
C14 -1.29 3.95 4.89
C15 0.66 5.07 3.27
C16 -2.60 -3.78 -1.74
C17 4.77 4.93 2.22
C18 0.54 3.69 3.33
C19 -2.80 0.21 4.87
C20 2.93 -2.94 0.34
C21 5.14 4.94 0.88
C22 -3.06 1.78 -2.64
C23 -1.41 -4.46 -1.62
C24 -1.15 5.33 4.85
C25 1.28 2.07 -5.60
C26 0.33 0.66 -3.91
C27 -0.65 0.01 5.92
C28 -1.98 0.39 5.97
C29 2.43 1.70 4.86
C30 3.11 0.81 5.68
C31 -0.18 5.89 4.03
C32 4.41 4.22 -0.04
C33 0.07 2.74 -5.71
C34 -4.95 1.27 -0.93
C35 1.41 1.03 -4.70
C36 -3.19 -0.69 2.57
C37 -3.85 -4.20 -2.44
C38 3.50 -4.21 0.26
C39 1.40 -5.06 -0.56
C40 2.72 -5.27 -0.19
C41 3.30 3.49 0.35
C42 2.93 0.31 2.96
C43 3.70 -0.33 5.15
C44 2.90 3.49 1.69
C45 -0.47 3.14 4.13
C46 -0.88 1.34 -4.00
C47 3.66 4.20 2.61
C48 -1.99 0.98 -3.10
B1 -3.52 -1.49 -0.94
H1 -3.84 0.51 4.90
H2 0.90 -0.86 4.71
H3 5.35 5.47 2.96
H4 -1.19 -5.43 -2.03
H5 -5.75 0.56 -1.17
H6 6.01 5.51 0.56
H7 4.07 -1.46 3.36
H8 -2.05 3.49 5.51
H9 1.40 5.53 2.63
H10 4.53 -4.36 0.54
H11 3.17 1.00 6.75
H12 -4.70 -4.27 -1.76
H13 4.22 -1.02 5.79
H14 -5.88 -3.10 0.37
H15 -1.94 2.91 -4.99
H16 -3.28 2.80 -2.89
H17 -4.12 -3.50 -3.23
H18 3.39 4.18 3.66
H19 -5.11 -1.35 3.50
H20 2.36 0.52 -4.58
H21 2.13 2.37 -6.21
H22 -4.76 1.19 0.14
H23 -3.69 -5.18 -2.90
H24 -6.80 -2.21 1.59
H25 0.43 -0.15 -3.19
H26 0.80 -5.89 -0.90
H27 3.53 -2.09 0.67
H28 3.15 -6.26 -0.25
H29 -0.61 2.07 4.16
H30 -2.38 0.85 6.87
H31 -0.07 6.97 3.97
H32 -6.50 -1.50 0.00
H33 0.00 0.16 6.78
H34 -0.03 3.57 -6.41
H35 1.20 -1.75 0.04
H36 -1.80 5.97 5.43
H37 1.95 2.57 5.29
H38 -4.57 -1.89 -1.39
H39 -0.58 -1.23 2.76
H40 -5.31 2.27 -1.15
H41 2.87 0.14 1.89
H42 4.68 4.19 -1.09

LUMO: 2.2468 eV
total energy: -87004.6506 eV
gap between HOMO and LUMO: 7.91 eV
net charge: -1
ΔE to the lowest compared entry with this formula, charge and spin: 0.1 kcal per mole
HOMO energy: -5.67 eV